i.
A cluster of 2 separate species, C3H8NO3 in total. Source: the Open Molecules 2025 dataset; level of theory: ωB97M-V with the def2-TZVPD basis set.

```
15
Properties=species:S:1:pos:R:3
H 0.279 -1.556 1.110
C -0.765 -1.522 0.785
H -0.896 -0.298 -0.875
H -0.993 -2.366 0.131
O 1.355 2.248 0.984
H 1.216 -0.084 -1.502
H -1.380 -1.632 1.687
N -1.164 -0.314 0.099
O 1.651 0.247 0.011
C -0.611 0.944 0.623
H 1.348 0.631 -2.856
C 0.950 1.172 0.537
O 0.971 -0.192 -2.482
H -0.843 0.996 1.693
H -1.117 1.725 0.056
```

The net charge is -1. The calculation puts the lowest unoccupied orbital energy at 4.16 eV. Its HOMO energy is -4.11 eV. The multiplicity is 1. The gap between HOMO and LUMO is 8.272 eV.

Charges obtained by Löwdin population analysis, quoted in units of e:
1. H 0.07
2. C -0.16
3. H 0.07
4. H 0.07
5. O -0.06
6. H -0.02
7. H 0.06
8. N -0.14
9. O -0.11
10. C -0.16
11. H 0.02
12. C -0.69
13. O -0.15
14. H 0.10
15. H 0.10

ii.
A cluster of 2 separate species, C3H8NO3 in total. Source: the Open Molecules 2025 dataset; level of theory: ωB97M-V with the def2-TZVPD basis set.

```
15
Properties=species:S:1:pos:R:3
N -0.073 0.591 0.584
H 0.177 1.439 0.100
C -2.104 -0.225 -0.703
O -3.441 -0.132 -0.694
H 3.124 -0.360 -0.425
H 0.539 -1.195 1.302
C -1.495 0.210 0.640
H 3.562 0.672 -1.420
H -2.064 1.012 1.102
O 2.116 0.049 0.934
O 3.657 -0.273 -1.244
H -1.617 0.369 -1.525
H -1.738 -1.277 -0.876
H -1.555 -0.651 1.307
C 0.913 -0.231 0.919
```

The net charge is -1. The calculation puts the lowest unoccupied orbital energy at 3.65 eV. Its HOMO energy is -2.78 eV. The multiplicity is 1. The gap between HOMO and LUMO is 6.435 eV.

Charges obtained by Löwdin population analysis, quoted in units of e:
1. N 0.04
2. H 0.14
3. C -0.57
4. O -0.37
5. H -0.02
6. H 0.14
7. C -0.20
8. H 0.02
9. H 0.10
10. O -0.06
11. O -0.11
12. H 0.08
13. H 0.08
14. H 0.10
15. C -0.36

iii.
A cluster of 2 separate species, C3H8NO3 in total. Source: the Open Molecules 2025 dataset; level of theory: ωB97M-V with the def2-TZVPD basis set.

```
15
Properties=species:S:1:pos:R:3
H -0.890 -1.266 2.033
O 2.157 2.104 0.845
N 0.504 0.642 0.874
H -0.164 -0.644 -0.720
C 1.474 1.307 0.181
H 0.560 0.575 1.850
H 0.769 -1.483 0.658
H -0.036 0.280 -2.080
C -1.216 -1.346 1.001
O -1.429 -2.533 0.409
H -2.271 -0.832 0.713
H -0.833 1.674 -2.456
C 0.086 -0.623 0.337
H 1.423 1.197 -0.954
O -0.134 0.948 -2.689
```

The net charge is -1. The calculation puts the lowest unoccupied orbital energy at 3.54 eV. Its HOMO energy is -2.69 eV. The multiplicity is 1. The gap between HOMO and LUMO is 6.230 eV.

Charges obtained by Löwdin population analysis, quoted in units of e:
1. H 0.05
2. O -0.06
3. N 0.01
4. H 0.07
5. C -0.34
6. H 0.11
7. H 0.12
8. H -0.07
9. C -0.54
10. O -0.38
11. H 0.10
12. H 0.11
13. C -0.23
14. H 0.13
15. O -0.08

iv.
A cluster of 2 separate species, C3H8NO3 in total. Source: the Open Molecules 2025 dataset; level of theory: ωB97M-V with the def2-TZVPD basis set.

```
15
Properties=species:S:1:pos:R:3
H 0.637 -0.407 0.515
H -1.087 -0.414 0.322
O 0.439 -0.445 3.249
O -0.602 2.427 -0.262
H 0.354 0.334 2.624
H 1.198 -1.509 -1.855
N 0.272 -1.240 -2.145
H -1.080 0.336 -1.953
C -0.211 1.551 0.522
C -0.178 0.080 -0.026
O 0.157 1.686 1.723
C -0.115 0.042 -1.537
H 0.015 -1.221 2.868
H -0.381 -2.003 -2.121
H 0.582 0.784 -1.924
```

The net charge is -1. The calculation puts the lowest unoccupied orbital energy at 3.89 eV. Its HOMO energy is -4.50 eV. The multiplicity is 1. The gap between HOMO and LUMO is 8.394 eV.

Charges obtained by Löwdin population analysis, quoted in units of e:
1. H 0.09
2. H 0.10
3. O -0.14
4. O -0.05
5. H -0.03
6. H 0.05
7. N -0.03
8. H 0.11
9. C -0.71
10. C -0.14
11. O -0.09
12. C -0.30
13. H 0.00
14. H 0.04
15. H 0.10

Energies, relative to the best one, in kcal/mol: i 3.6; ii 40.4; iii 80.8; iv 0.0.

i.
A cluster of 2 separate species, C3H8NO3 in total. Source: the Open Molecules 2025 dataset; level of theory: ωB97M-V with the def2-TZVPD basis set.

```
15
Properties=species:S:1:pos:R:3
N -0.228 -0.244 -0.589
O -0.714 -2.931 1.187
C -0.201 -0.438 -1.932
C 0.715 0.559 0.235
H 1.713 0.418 -0.191
C 0.278 2.017 0.644
H -0.278 -2.218 1.660
H -0.862 -2.479 0.324
O 1.238 2.674 1.239
O -1.014 -1.166 -2.481
H -0.358 2.408 -0.202
H 0.661 -0.011 -2.464
H 0.662 0.088 1.214
H -1.064 -0.489 -0.084
H -0.548 1.811 1.442
```

The net charge is -1. The calculation puts the lowest unoccupied orbital energy at 3.74 eV. Its HOMO energy is -2.82 eV. The multiplicity is 1. The gap between HOMO and LUMO is 6.559 eV.

Charges obtained by Löwdin population analysis, quoted in units of e:
1. N 0.00
2. O -0.08
3. C -0.38
4. C -0.19
5. H 0.10
6. C -0.60
7. H 0.02
8. H 0.03
9. O -0.33
10. O -0.04
11. H 0.07
12. H 0.13
13. H 0.08
14. H 0.12
15. H 0.08

ii.
A cluster of 2 separate species, C3H8NO3 in total. Source: the Open Molecules 2025 dataset; level of theory: ωB97M-V with the def2-TZVPD basis set.

```
15
Properties=species:S:1:pos:R:3
H -1.831 2.619 -1.689
C -0.832 1.001 -0.568
H 1.727 -2.621 1.456
N 2.265 -0.944 0.253
H -0.312 -1.069 0.299
H 2.416 -1.521 -0.571
C 1.334 -1.654 1.121
H -2.913 1.411 -0.992
H 1.746 -0.159 -0.132
H -2.137 2.623 0.041
C -1.992 1.974 -0.824
O 0.094 -1.943 0.523
O -0.496 0.832 0.637
O -0.294 0.471 -1.565
H 1.225 -1.020 2.010
```

The net charge is -1. The calculation puts the lowest unoccupied orbital energy at 4.32 eV. Its HOMO energy is -4.61 eV. The multiplicity is 1. The gap between HOMO and LUMO is 8.929 eV.

Charges obtained by Löwdin population analysis, quoted in units of e:
1. H 0.05
2. C -0.77
3. H 0.10
4. N 0.01
5. H 0.04
6. H 0.05
7. C -0.39
8. H 0.06
9. H 0.04
10. H 0.05
11. C -0.05
12. O -0.11
13. O -0.10
14. O -0.08
15. H 0.10

Energies, relative to the best one, in kcal/mol: i 53.2; ii 0.0.

i.
An isolated molecule of CH2O2S. Source: the Open Molecules 2025 dataset; level of theory: ωB97M-V with the def2-TZVPD basis set.

```
6
Properties=species:S:1:pos:R:3
O -2.115 -0.138 -0.302
H 2.199 0.427 -0.833
S 1.628 0.317 0.285
H -0.787 -0.829 0.961
C -0.987 -0.269 0.160
O 0.061 0.491 -0.272
```

The net charge is 0. The calculation puts the lowest unoccupied orbital energy at 0.19 eV. Its HOMO energy is -9.94 eV. Its structure (SMILES) is O=COS. The multiplicity is 1. The gap between HOMO and LUMO is 10.132 eV.

Charges obtained by Löwdin population analysis, quoted in units of e:
1. O 0.08
2. H -0.18
3. S 0.86
4. H 0.08
5. C -0.37
6. O -0.47

ii.
An isolated molecule of CH2O2S. Source: the Open Molecules 2025 dataset; level of theory: ωB97M-V with the def2-TZVPD basis set.

```
6
Properties=species:S:1:pos:R:3
H 0.342 0.141 -1.425
S -1.617 0.097 0.195
O 1.148 0.847 0.181
H -1.116 -0.595 1.147
C 0.167 0.122 -0.406
O 1.076 -0.612 0.308
```

The net charge is 0. The calculation puts the lowest unoccupied orbital energy at 0.77 eV. Its HOMO energy is -10.19 eV. Its structure (SMILES) is SC1OO1. The multiplicity is 1. The gap between HOMO and LUMO is 10.961 eV.

Charges obtained by Löwdin population analysis, quoted in units of e:
1. H 0.09
2. S 0.78
3. O 0.02
4. H -0.18
5. C -0.71
6. O 0.00

Energies, relative to the best one, in kcal/mol: i 0.0; ii 61.4.

i.
An isolated molecule of C2H5N3S2. Source: the Open Molecules 2025 dataset; level of theory: ωB97M-V with the def2-TZVPD basis set.

```
12
Properties=species:S:1:pos:R:3
N 1.342 2.320 -0.093
H -3.152 -0.529 -0.745
H 2.255 2.352 0.345
H -2.661 -1.669 0.655
H 2.317 0.110 0.773
S 1.552 -1.514 -0.591
S -0.842 1.013 -0.783
C 0.847 1.157 -0.169
H 0.596 -2.140 0.117
N 1.511 -0.018 0.207
N -1.322 -0.265 0.254
C -2.444 -0.819 0.030
```

The net charge is 0. The calculation puts the lowest unoccupied orbital energy at 0.62 eV. Its HOMO energy is -8.83 eV. Its structure (SMILES) is [H]/N=C(\NS)SN=C. The multiplicity is 1. The gap between HOMO and LUMO is 9.453 eV.

Charges obtained by Löwdin population analysis, quoted in units of e:
1. N 0.06
2. H 0.06
3. H 0.05
4. H 0.06
5. H 0.06
6. S 0.74
7. S 0.91
8. C -0.80
9. H -0.16
10. N -0.45
11. N -0.37
12. C -0.16

ii.
A structure of composition C2H5N3S2. Source: the Open Molecules 2025 dataset; level of theory: ωB97M-V with the def2-TZVPD basis set.

```
12
Properties=species:S:1:pos:R:3
H -2.352 0.670 1.231
H 0.071 1.520 1.331
N 2.398 -1.436 0.252
H -3.149 0.332 -0.557
N 0.326 -0.737 -0.776
S 1.849 1.075 0.095
N 0.254 1.645 0.372
C 1.490 -0.649 -0.102
C -2.348 0.726 0.112
H 0.049 -1.610 -1.102
S -0.844 0.842 -0.717
H 2.255 -2.376 -0.139
```

The net charge is 0. The calculation puts the lowest unoccupied orbital energy at 0.38 eV. Its HOMO energy is -8.85 eV. The multiplicity is 1. The gap between HOMO and LUMO is 9.238 eV.

Charges obtained by Löwdin population analysis, quoted in units of e:
1. H 0.01
2. H 0.01
3. N 0.05
4. H 0.00
5. N -0.18
6. S 0.90
7. N -0.60
8. C -0.90
9. C -0.34
10. H 0.06
11. S 0.94
12. H 0.05

Energies, relative to the best one, in kcal/mol: i 0.0; ii 41.8.